Computed, not measured: a single C4H5ClN2O2S molecule in a non-equilibrium geometry, with wB97M-V/def2-TZVPD.

Summary:
SMILES string: CS(=O)(=O)n1nccc1Cl
Frontier orbital gap in eV: 9.67
HOMO energy in eV: -9.374
Relative energy (zero: lowest compared OMol25 entry of this formula, charge and spin) in kcal per mole: 67.5
E in Eh: -1273.6579

CARTESIAN COORDINATES (ANGSTROEM)
C -1.364631 2.107997 -0.233093
C 0.055748 2.300721 -0.159809
C -1.703395 0.823769 -0.040889
C 1.608616 -1.941256 0.367653
N 0.710327 1.223966 0.143622
N -0.063893 0.189289 0.406155
O -0.919327 -2.176455 0.404176
O 0.165532 -1.086141 -1.685590
S 0.076573 -1.329837 -0.247896
Cl -3.063682 -0.015204 0.226333
H -1.963599 2.987048 -0.463682
H 0.671162 3.168598 -0.262962
H 1.575220 -2.127827 1.386175
H 1.861396 -2.805675 -0.129007
H 2.353958 -1.318997 0.288819

Atoms 1-6, force components in eV/Å:
C -0.0809 0.3923 -0.4140
C 0.5317 -1.5683 0.6588
C 4.5265 0.3786 1.2461
C -3.1729 -0.7900 0.1904
N 1.3593 -0.2347 -0.5037
N -5.1409 1.9314 0.2039

Atom charges from the Löwdin analysis, given in e for atoms 1 to 4: C -0.1014; C -0.1316; C -0.6329; C -0.1060